[1]
The following is a quantum chemistry calculation of a structure of composition C15H23B2BaF5O19PPd2, from the OMol25 dataset.

CARTESIAN COORDINATES (ANGSTROEM)
Pd (0.7485, 3.0649, 1.7831)
Pd (1.6187, 0.9514, -0.9566)
Ba (-2.8099, 1.7873, 2.9878)
B (2.2770, 3.1815, -0.4756)
H (1.2234, 3.5590, -0.1278)
H (3.0683, 4.0438, -0.3954)
H (2.5484, 2.2858, 0.2082)
H (2.0837, 2.7829, -1.5617)
B (-0.3034, 2.8786, 3.8422)
H (-0.3118, 1.7613, 3.5823)
H (-0.8370, 3.0929, 4.8368)
H (0.7651, 3.3229, 3.7272)
H (-0.9117, 3.4283, 3.0702)
P (-0.7900, 1.0820, 0.4352)
O (-1.8153, 0.2825, 1.2205)
O (0.7304, 1.0786, 0.9270)
O (-1.1303, 2.5153, 0.8913)
O (-0.4627, 0.6960, -1.0385)
C (4.6854, -0.9670, 3.5605)
C (5.1068, -0.4725, 2.1891)
O (4.0673, 0.4553, 1.8844)
C (3.3221, 0.7270, 2.9720)
O (2.4433, 1.5265, 3.0213)
O (3.7516, 0.0095, 4.0209)
F (5.0222, -1.4466, 1.2465)
H (5.4201, -1.0645, 4.3571)
H (4.2758, -1.9761, 3.4534)
H (6.0836, -0.0019, 2.1030)
C (0.3076, -1.6427, 2.9172)
C (1.1157, -2.9131, 2.5901)
O (0.2166, -3.9272, 2.4151)
C (-0.9163, -3.5811, 3.1276)
O (-1.6855, -4.3716, 3.5472)
O (-0.9967, -2.2491, 3.2388)
F (1.9743, -3.1578, 3.6377)
H (0.0250, -1.0049, 2.0885)
H (0.7589, -1.0964, 3.7421)
H (1.7262, -2.7047, 1.7094)
C (-0.0103, -2.5360, -4.8085)
C (-0.2621, -1.3566, -5.7294)
O (0.6505, -0.4000, -5.2236)
C (0.8187, -0.6485, -3.9086)
O (1.2677, 0.1468, -3.1414)
O (0.3922, -1.8644, -3.5894)
F (-1.5329, -0.9257, -5.6055)
H (0.7690, -3.2209, -5.1360)
H (-0.8995, -3.1185, -4.5777)
H (0.0176, -1.5870, -6.7543)
C (-2.5316, 2.9182, -3.1038)
C (-2.3753, 3.7927, -1.8586)
O (-3.4831, 3.3990, -1.1010)
C (-4.4234, 2.8289, -1.8817)
O (-5.4770, 2.4445, -1.5119)
O (-3.9263, 2.6658, -3.1401)
F (-2.5187, 5.1111, -2.2426)
H (-1.8936, 2.0439, -2.9539)
H (-2.1796, 3.5224, -3.9349)
H (-1.4852, 3.7618, -1.2399)
C (-1.6643, -2.3136, -1.4382)
C (-2.6640, -2.2517, -0.3001)
O (-3.0315, -3.6148, -0.0970)
C (-2.6423, -4.3405, -1.1925)
O (-2.9101, -5.4819, -1.3388)
O (-1.8023, -3.6179, -1.9787)
F (-3.8451, -1.6198, -0.5336)
H (-0.6771, -2.2655, -0.9749)
H (-1.8277, -1.4896, -2.1268)
H (-2.2485, -1.9181, 0.6453)

LUMO energy (alpha / beta) = -0.13204 / -0.20540 Ha
spin multiplicity = 5
total energy = -86706.2537 eV
frontier orbital gap (alpha / beta) = 0.3471 / 0.2772 Ha
relative energy (zero: lowest compared OMol25 entry of this formula, charge and spin) = 0.0 kJ/mol
charge = +1
highest occupied orbital energy (alpha / beta) = -13.0 / -13.1 eV

=====

[2]
The following is a quantum chemistry calculation of a structure of composition C15H23BMnN6Si, from the OMol25 dataset.

CARTESIAN COORDINATES (ANGSTROEM)
H (-0.0152, 2.8242, 1.0868)
N (0.1384, 1.5159, -0.6105)
B (0.5857, 0.5837, -2.9224)
N (0.5900, 1.7489, -1.9040)
C (0.9360, 3.0436, -2.0389)
Mn (-0.7828, -0.8683, -0.1414)
H (1.2542, 3.4841, -2.9560)
C (0.7312, 3.6488, -0.8069)
H (0.8600, 4.6795, -0.6014)
C (0.2462, 2.6618, 0.0563)
H (1.0850, 0.9074, -3.9667)
C (-1.0042, -2.7079, -0.1079)
H (-1.2099, -2.9755, 0.9301)
H (-0.1373, -3.3231, -0.2441)
H (-1.9591, -2.8754, -0.6113)
N (-0.8999, 0.0948, -2.9935)
N (1.5095, -0.4344, -2.1989)
N (-1.4938, -0.4059, -1.8060)
N (1.1168, -0.9787, -0.9618)
C (-1.7941, 0.0611, -3.9998)
C (2.7314, -0.8970, -2.5358)
H (-1.4908, 0.3040, -5.0543)
H (3.2105, -0.6835, -3.4779)
C (-2.9903, -0.4797, -3.5323)
C (3.1374, -1.8063, -1.5586)
C (-2.7665, -0.7665, -2.1898)
C (2.1069, -1.8180, -0.6026)
H (-3.9198, -0.7115, -4.0712)
H (4.0169, -2.3956, -1.6056)
H (-3.4421, -1.1885, -1.4353)
H (2.1193, -2.4465, 0.2533)
H (-1.2847, 0.6117, 0.8117)
C (-1.5402, 1.0134, 5.4129)
Si (-0.0325, 0.1145, 4.7324)
C (1.5290, 1.0272, 5.1795)
C (0.0045, -1.6533, 5.3700)
C (-0.2280, 0.0610, 2.8692)
C (-0.9272, -0.0864, 1.7583)
H (-1.5544, 0.9916, 6.5125)
H (-2.4772, 0.5546, 5.0649)
H (-1.5355, 2.0648, 5.0892)
H (1.6219, 1.1232, 6.2719)
H (2.4024, 0.4815, 4.7952)
H (1.5112, 2.0310, 4.7303)
H (-0.8602, -2.2211, 4.9998)
H (0.9104, -2.1639, 5.0155)
H (-0.0139, -1.7495, 6.4676)

LUMO energy (alpha / beta) = 0.02367 / -0.00052 Ha
spin multiplicity = 6
total energy = -64740.5327 eV
frontier orbital gap (alpha / beta) = 0.2576 / 0.3160 Ha
relative energy (zero: lowest compared OMol25 entry of this formula, charge and spin) = 190.1 kJ/mol
highest occupied orbital energy (alpha / beta) = -6.4 / -8.6 eV

=====

[3]
The following is a quantum chemistry calculation of an isolated molecule of C15H23BN2O4, from the OMol25 dataset.

CARTESIAN COORDINATES (ANGSTROEM)
N (-1.9195, 1.5407, 3.3091)
C (-1.4617, 1.2880, 1.9070)
C (-2.6707, 0.7057, 1.1377)
O (-2.6384, 0.5906, -0.0757)
O (-3.7236, 0.3211, 1.8645)
C (-0.8905, 2.5421, 1.1714)
N (0.3092, 2.0897, 0.3857)
C (-0.0559, 1.6720, -0.9965)
C (1.1574, 1.2320, -1.7717)
C (1.1769, 0.1625, -2.6616)
C (2.3319, -0.1020, -3.3833)
C (3.4373, 0.7367, -3.2742)
C (3.4469, 1.7920, -2.3765)
C (2.2981, 2.0111, -1.6515)
C (0.8942, 0.9801, 1.1371)
C (-0.2218, 0.3160, 1.9225)
C (-0.5937, -1.0783, 1.3932)
C (0.5440, -2.1077, 1.3380)
C (0.0487, -3.4390, 0.7821)
B (-0.6294, -3.2494, -0.6283)
O (0.1134, -2.6670, -1.6778)
O (-1.9555, -3.6542, -0.6949)
H (-2.2441, 0.6773, 3.7307)
H (-2.6852, 2.1926, 3.3122)
H (-4.4227, -0.0283, 1.2581)
H (-1.6219, 2.9699, 0.4788)
H (-0.6702, 3.3421, 1.9239)
H (-0.4665, 2.5063, -1.5550)
H (-0.8421, 0.9202, -1.0195)
H (0.2959, -0.4365, -2.7183)
H (2.3965, -0.9489, -4.0605)
H (4.2741, 0.5250, -3.9077)
H (4.3511, 2.3568, -2.1636)
H (2.2363, 2.8890, -1.0260)
H (1.7321, 1.3159, 1.7558)
H (1.3411, 0.2590, 0.4534)
H (0.0864, 0.2631, 2.9720)
H (-1.4286, -1.4535, 1.9973)
H (-1.0023, -0.9613, 0.3903)
H (1.3874, -1.7486, 0.6846)
H (0.9957, -2.1870, 2.3307)
H (-0.7271, -3.8855, 1.4214)
H (0.7863, -4.1882, 0.6334)
H (-0.3651, -2.6608, -2.5228)
H (-2.4047, -3.4013, -1.5254)

LUMO energy = 0.00817 Ha
spin multiplicity = 1
total energy = -27777.5970 eV
frontier orbital gap = 0.3158 Ha
relative energy (zero: lowest compared OMol25 entry of this formula, charge and spin) = 0.3 kJ/mol
highest occupied orbital energy = -8.4 eV
SMILES string = N[C@@]1(C(=O)O)CN(Cc2ccccc2)C[C@@H]1CCCB(O)O

=====

[4]
The following is a quantum chemistry calculation of a structure of composition C15H23Cl2IrP, from the OMol25 dataset.

CARTESIAN COORDINATES (ANGSTROEM)
Ir (-0.7951, -0.6602, -1.2997)
Cl (-0.9630, 1.7039, -1.5788)
Cl (-0.1014, -2.5591, -0.1560)
C (-2.3789, -1.4488, -1.8267)
H (-2.4258, -2.5657, -1.8537)
H (-2.8731, -1.1596, -2.7910)
C (1.8170, -0.3614, -1.5870)
C (0.9196, -0.8078, -2.4917)
H (2.1565, -1.0269, -0.8233)
C (0.5909, -0.0263, -3.7728)
H (0.6759, -1.9064, -2.5951)
C (1.6595, 1.0488, -4.0968)
H (0.4108, -0.6721, -4.6507)
H (-0.3384, 0.4864, -3.4824)
C (2.0857, 1.8235, -2.8393)
H (2.5795, 0.5740, -4.4946)
H (1.3114, 1.7909, -4.8436)
C (2.5353, 0.9348, -1.6712)
H (2.9146, 2.5208, -3.0474)
H (1.2109, 2.3274, -2.3960)
H (3.6394, 0.8300, -1.6696)
H (2.3886, 1.3997, -0.6778)
C (-2.9176, -0.9348, 1.2264)
P (-1.3811, 0.0078, 0.9945)
C (-1.9725, 1.7085, 1.3473)
C (-0.3758, -0.2868, 2.5183)
C (-0.4505, -1.5175, 3.1865)
C (0.2933, -1.7308, 4.3634)
C (1.1010, -0.7216, 4.8785)
C (1.1427, 0.5211, 4.2489)
C (0.3917, 0.7440, 3.0827)
H (-3.6329, -0.6282, 0.4557)
H (-3.2728, -0.7113, 2.2395)
H (-2.7076, -1.9971, 1.0915)
H (-2.2826, 1.7543, 2.3974)
H (-1.1691, 2.4252, 1.1641)
H (-2.8014, 1.9727, 0.6851)
H (-1.0742, -2.3235, 2.8177)
H (0.2308, -2.6864, 4.8677)
H (1.6969, -0.8981, 5.7806)
H (1.7524, 1.3179, 4.6601)
H (0.4090, 1.7384, 2.6394)

LUMO energy (alpha / beta) = -0.00008 / -0.10785 Ha
spin multiplicity = 6
total energy = -53093.2019 eV
frontier orbital gap (alpha / beta) = 0.1900 / 0.2087 Ha
relative energy (zero: lowest compared OMol25 entry of this formula, charge and spin) = 0.0 kJ/mol
highest occupied orbital energy (alpha / beta) = -5.2 / -8.6 eV

=====

[5]
The following is a quantum chemistry calculation of a structure of composition C15H23Cl2IrP, from the OMol25 dataset.

CARTESIAN COORDINATES (ANGSTROEM)
Ir (0.0114, 0.6091, -0.9530)
Cl (-1.0732, 2.3460, 0.1480)
Cl (1.0092, -1.1419, -2.1199)
C (-1.6359, 0.2909, -1.9592)
H (-1.3622, -0.0947, -2.9567)
H (-2.4270, 1.0632, -1.9719)
C (1.5865, 0.4673, 0.4716)
C (1.9476, 1.2756, -0.5591)
H (1.8131, -0.6063, 0.4029)
C (2.0363, 2.7979, -0.4461)
H (2.5668, 0.9002, -1.3964)
C (2.1690, 3.3342, 0.9777)
H (2.8845, 3.0987, -1.0648)
H (1.1411, 3.2386, -0.8992)
C (1.4032, 2.5296, 2.0264)
H (3.2318, 3.3302, 1.2458)
H (1.8264, 4.3744, 0.9815)
C (1.5425, 0.9953, 1.8997)
H (1.7174, 2.8315, 3.0269)
H (0.3471, 2.7907, 1.9498)
H (2.4964, 0.7369, 2.3734)
H (0.7581, 0.4880, 2.4740)
C (-3.0748, -1.9109, -1.9555)
P (-2.0126, -1.0253, -0.7799)
C (-3.0965, -0.2808, 0.4535)
C (-1.2577, -2.4389, 0.1435)
C (-0.9290, -3.5860, -0.5990)
C (-0.8402, -4.8240, 0.0331)
C (-0.9962, -4.9184, 1.4204)
C (-1.1863, -3.7553, 2.1747)
C (-1.2878, -2.5096, 1.5458)
H (-3.7575, -1.1574, -2.3614)
H (-3.6361, -2.7183, -1.4860)
H (-2.4447, -2.2956, -2.7559)
H (-3.8244, -1.0421, 0.7498)
H (-2.5230, 0.0615, 1.3212)
H (-3.5966, 0.5863, 0.0092)
H (-0.7620, -3.5036, -1.6772)
H (-0.6752, -5.7214, -0.5621)
H (-0.9398, -5.8899, 1.9148)
H (-1.2812, -3.8165, 3.2583)
H (-1.4257, -1.6029, 2.1454)

LUMO energy (alpha / beta) = 0.02152 / -0.11772 Ha
spin multiplicity = 6
total energy = -53093.1479 eV
frontier orbital gap (alpha / beta) = 0.1891 / 0.2014 Ha
relative energy (zero: lowest compared OMol25 entry of this formula, charge and spin) = 5.2 kJ/mol
highest occupied orbital energy (alpha / beta) = -4.6 / -8.7 eV

=====

[6]
The following is a quantum chemistry calculation of an isolated molecule of C15H23ClN2O4S, from the OMol25 dataset.

CARTESIAN COORDINATES (ANGSTROEM)
C (3.5581, 3.5928, 3.3119)
C (3.5116, 2.1002, 2.9941)
C (4.8970, 1.5943, 2.5999)
C (2.4985, 1.8399, 1.8757)
N (2.2984, 0.4235, 1.6995)
C (1.5471, -0.1528, 0.7563)
C (0.8225, 0.6161, -0.1786)
C (0.0530, 0.0099, -1.1439)
Cl (-0.8127, 0.9638, -2.2615)
C (-0.0320, -1.3789, -1.2259)
S (-1.0299, -2.1859, -2.4700)
O (-0.8209, -3.5987, -2.3295)
O (-0.8135, -1.5816, -3.7491)
N (-2.5737, -1.8217, -1.9325)
C (-3.5272, -1.2425, -2.8589)
C (-4.6867, -0.5712, -2.1152)
C (-5.6937, -0.0225, -3.1222)
C (-4.1756, 0.5379, -1.2011)
C (0.6629, -2.1489, -0.3245)
C (1.4528, -1.5745, 0.6699)
C (2.1813, -2.4342, 1.6011)
O (2.9137, -2.0461, 2.4958)
O (1.9854, -3.7425, 1.4019)
H (4.2671, 3.7864, 4.1125)
H (2.5812, 3.9532, 3.6255)
H (3.8689, 4.1579, 2.4359)
H (3.1785, 1.5608, 3.8875)
H (4.8797, 0.5301, 2.3799)
H (5.6024, 1.7616, 3.4099)
H (5.2555, 2.1228, 1.7190)
H (2.8680, 2.2836, 0.9430)
H (1.5445, 2.3218, 2.1271)
H (2.7708, -0.2105, 2.3373)
H (0.8652, 1.6911, -0.1404)
H (-2.9415, -2.6108, -1.4231)
H (-2.9742, -0.5079, -3.4458)
H (-3.9195, -1.9992, -3.5517)
H (-5.1801, -1.3329, -1.5000)
H (-6.5297, 0.4425, -2.6052)
H (-5.2225, 0.7243, -3.7569)
H (-6.0802, -0.8173, -3.7559)
H (-3.7213, 1.3317, -1.7887)
H (-4.9942, 0.9599, -0.6224)
H (-3.4276, 0.1458, -0.5169)
H (0.5890, -3.2211, -0.4100)
H (2.5036, -4.2503, 2.0459)

LUMO energy = 0.00532 Ha
spin multiplicity = 1
total energy = -50457.1456 eV
frontier orbital gap = 0.3139 Ha
relative energy (zero: lowest compared OMol25 entry of this formula, charge and spin) = 1.9 kJ/mol
highest occupied orbital energy = -8.4 eV
SMILES string = CC(C)CNc1cc(Cl)c(S(=O)(=O)NCC(C)C)cc1C(=O)O

=====

[7]
The following is a quantum chemistry calculation of a structure of composition C15H23EuN5SbSe4, from the OMol25 dataset.

CARTESIAN COORDINATES (ANGSTROEM)
Eu (8.2486, 10.5020, 6.7038)
C (12.6138, 9.4186, 5.5074)
C (11.1009, 9.5745, 5.5777)
N (10.3956, 10.6767, 5.6046)
C (11.0827, 11.9751, 5.6568)
C (10.1120, 13.1513, 5.7661)
N (8.9606, 12.9541, 6.6455)
C (7.8263, 13.8931, 6.4752)
C (6.6619, 13.3339, 5.6599)
N (6.2322, 12.0217, 6.1240)
C (5.3441, 11.2995, 5.2232)
C (5.2029, 9.8160, 5.5290)
N (6.5334, 9.1775, 5.5581)
C (6.7164, 7.8962, 5.6254)
C (5.6248, 6.8446, 5.6446)
C (8.1141, 7.4816, 5.6135)
C (8.5839, 6.1570, 5.4933)
C (9.9714, 5.9348, 5.5642)
C (10.8674, 7.0015, 5.6514)
C (10.3338, 8.3197, 5.6150)
N (9.0010, 8.5011, 5.6798)
H (13.0469, 10.3317, 5.1032)
H (12.8244, 8.5619, 4.8314)
H (13.0866, 9.1347, 6.4832)
H (11.6289, 12.1466, 4.7227)
H (11.7822, 11.9417, 6.5000)
H (9.6795, 13.3301, 4.7582)
H (10.6860, 14.0447, 6.0752)
H (9.2127, 12.8650, 7.6666)
H (8.2023, 14.7939, 5.9783)
H (7.4969, 14.1816, 7.4740)
H (6.9352, 13.2118, 4.6001)
H (5.8181, 14.0433, 5.7384)
H (5.8647, 12.0539, 7.0719)
H (5.7519, 11.4552, 4.2074)
H (4.3471, 11.7500, 5.2135)
H (4.6086, 9.3925, 4.7291)
H (4.6727, 9.6433, 6.4807)
H (4.6683, 7.3296, 5.8422)
H (5.8834, 6.0793, 6.4346)
H (5.5737, 6.3236, 4.6871)
H (7.9015, 5.3405, 5.3524)
H (10.3558, 4.9161, 5.5599)
H (11.9151, 6.8378, 5.7325)
Se (5.8890, 9.6730, 9.3089)
Sb (8.1761, 9.8026, 10.2739)
Se (9.8723, 8.3110, 9.1688)
Se (8.9419, 12.1441, 10.1810)
Se (7.9616, 9.0345, 12.5996)

LUMO energy (alpha / beta) = 0.08627 / 0.02279 Ha
spin multiplicity = 8
total energy = -310629.0204 eV
frontier orbital gap (alpha / beta) = 0.1497 / 0.1793 Ha
relative energy (zero: lowest compared OMol25 entry of this formula, charge and spin) = 590.3 kJ/mol
charge = -1
highest occupied orbital energy (alpha / beta) = -1.7 / -4.3 eV

=====

[8]
The following is a quantum chemistry calculation of a cluster of 2 separate species, C15H23F3N3O7P in total, from the OMol25 dataset.

CARTESIAN COORDINATES (ANGSTROEM)
C (1.2683, 0.3882, 0.6916)
C (1.3528, -0.8108, -0.2644)
C (1.9435, -1.9336, 0.4866)
N (2.4558, -2.7894, 1.0500)
C (2.3602, -0.4773, -1.3961)
O (2.2606, 0.8656, -1.8602)
C (3.0762, 1.8337, -1.4102)
F (2.4126, 2.7376, -0.6822)
F (3.6114, 2.4787, -2.4499)
F (4.0856, 1.3698, -0.6521)
C (-0.0878, -1.2329, -0.7935)
C (-0.4396, -0.3444, -1.9100)
N (-0.7262, 0.3356, -2.7847)
C (-1.1293, -1.0955, 0.3545)
C (-2.5651, -1.5634, 0.0842)
C (-3.4644, -0.4834, -0.5338)
C (-4.6349, -1.0459, -1.3557)
C (-5.9612, -0.3284, -1.1057)
N (-6.5717, -0.5697, 0.2022)
P (-0.1528, -2.9896, -1.4049)
O (-0.3320, -3.9712, -0.3445)
O (-1.3160, -2.9277, -2.5092)
O (1.1634, -3.2123, -2.2809)
H (2.2671, 0.7610, 0.9136)
H (0.8159, 0.1130, 1.6402)
H (0.6942, 1.2039, 0.2512)
H (2.1754, -1.0941, -2.2673)
H (3.3698, -0.6869, -1.0485)
H (-1.1732, -0.0340, 0.6059)
H (-0.7192, -1.6277, 1.2147)
H (-2.5880, -2.4625, -0.5319)
H (-2.9786, -1.8665, 1.0499)
H (-3.8597, 0.1432, 0.2742)
H (-2.8681, 0.1814, -1.1630)
H (-4.3951, -0.9981, -2.4222)
H (-4.7747, -2.1062, -1.1073)
H (-5.8123, 0.7520, -1.2015)
H (-6.6853, -0.6148, -1.8728)
H (-6.5855, -1.5652, 0.4008)
H (-6.0212, -0.1419, 0.9383)
H (-1.8331, -3.7457, -2.4771)
H (1.0518, -2.9460, -3.2022)
O (1.5930, 2.4136, 3.1698)
C (2.7234, 2.7770, 3.1220)
O (3.6217, 2.3604, 2.1972)
C (4.7963, 3.1715, 2.2962)
C (4.7075, 3.6813, 3.7253)
O (3.2964, 3.6573, 3.9696)
H (5.6720, 2.5611, 2.0960)
H (4.7274, 3.9745, 1.5609)
H (5.1946, 3.0123, 4.4358)
H (5.0764, 4.6940, 3.8586)

LUMO energy = 0.01136 Ha
spin multiplicity = 1
total energy = -52174.5382 eV
frontier orbital gap = 0.3543 Ha
highest occupied orbital energy = -9.3 eV
SMILES string = C[C@](C#N)(COC(F)(F)F)[C@](C#N)(CCCCCN)P(=O)(O)O.O=C1OCCO1